The following is a DFT calculation (ωB97M-V/def2-TZVPD) of a cluster of 12 separate species, C52H140N12O14 in total.

Bonds (Å) are listed after each position.
Element x y z (Å)
1 C 0.2861 -3.9205 0.4125  O2 1.412, H10 1.090, H11 1.090, H12 1.090
2 O 0.7997 -5.2066 0.6878  C1 1.412, C3 1.438
3 C 1.7939 -5.8297 -0.1440  O2 1.438, C4 1.560, H13 1.090, H14 1.090
4 C 2.6280 -6.8975 0.6289  C3 1.560, N5 1.491, H15 1.090, H16 1.090
5 N 1.5835 -7.7046 1.3224  C4 1.491, C6 1.448, H17 1.010
6 C 1.0279 -8.7315 0.4659  N5 1.448, C7 1.527, H18 1.090, H19 1.090
7 C 0.1058 -9.6641 1.2471  C6 1.527, O8 1.348, H20 1.090, H21 1.090
8 O 0.3569 -10.9457 0.9130  C7 1.348, C9 1.434
9 C -0.3459 -11.9963 1.5893  O8 1.434, H22 1.090, H23 1.090, H24 1.090
10 H -0.4611 -3.5568 1.1177  C1 1.090
11 H -0.1398 -3.7598 -0.5779  C1 1.090
12 H 1.1273 -3.2274 0.4230  C1 1.090
13 H 2.4887 -5.0518 -0.4606  C3 1.090
14 H 1.2436 -6.0534 -1.0580  C3 1.090
15 H 3.2428 -6.3475 1.3414  C4 1.090
16 H 3.2947 -7.3263 -0.1192  C4 1.090
17 H 0.8794 -6.9897 1.4377  N5 1.010
18 H 1.8719 -9.3685 0.2013  C6 1.090
19 H 0.4247 -8.2975 -0.3315  C6 1.090
20 H -0.9726 -9.5059 1.2497  C7 1.090
21 H 0.3957 -9.6214 2.2970  C7 1.090
22 H 0.0919 -12.9688 1.3643  C9 1.090
23 H -1.4143 -11.8751 1.4101  C9 1.090
24 H -0.2070 -11.9610 2.6699  C9 1.090
25 C -2.0528 -2.4783 11.8968  O26 1.457, H34 1.090, H35 1.090, H36 1.090
26 O -1.5668 -2.0777 10.5830  C25 1.457, C27 1.438
27 C -2.5732 -2.0820 9.5558  O26 1.438, C28 1.570, H37 1.090, H38 1.090
28 C -1.8446 -1.4621 8.3103  C27 1.570, N29 1.480, H39 1.090, H40 1.090
29 N -2.8331 -1.4099 7.2097  C28 1.480, C30 1.493, H41 1.010
30 C -2.5692 -0.2950 6.2527  N29 1.493, C31 1.505, H42 1.090, H43 1.090
31 C -1.2811 -0.4528 5.4907  C30 1.505, O32 1.385, H44 1.090, H45 1.090
32 O -0.9945 -1.6803 4.9178  C31 1.385, C33 1.450
33 C 0.2688 -1.6559 4.2073  O32 1.450, H46 1.090, H47 1.090, H48 1.090
34 H -2.4526 -3.4913 11.8520  C25 1.090
35 H -2.8665 -1.8493 12.2578  C25 1.090
36 H -1.3090 -2.4576 12.6933  C25 1.090
37 H -3.4590 -1.5050 9.8212  C27 1.090
38 H -2.8053 -3.1006 9.2452  C27 1.090
39 H -1.0062 -1.9668 7.8303  C28 1.090
40 H -1.3723 -0.4936 8.4752  C28 1.090
41 H -2.7488 -2.2814 6.7063  N29 1.010
42 H -2.8892 0.6535 6.6842  C30 1.090
43 H -3.3781 -0.4733 5.5442  C30 1.090
44 H -0.5418 -0.1731 6.2413  C31 1.090
45 H -1.2974 0.2661 4.6716  C31 1.090
46 H 0.0074 -1.1289 3.2896  C33 1.090
47 H 0.6197 -2.6853 4.1352  C33 1.090
48 H 1.0272 -1.0612 4.7164  C33 1.090
49 C 2.6611 -1.4608 1.7607  C50 1.518, H55 1.090, H56 1.090, H57 1.090
50 C 3.7487 -1.2171 0.7298  C49 1.518, C51 1.622, N54 1.436, H58 1.090
51 C 4.9954 -0.3248 1.2590  C50 1.622, O52 1.366, H59 1.090, H60 1.090
52 O 4.6058 0.8938 1.7371  C51 1.366, C53 1.459
53 C 3.8825 1.7326 0.7879  O52 1.459, H61 1.090, H62 1.090, H63 1.090
54 N 4.2176 -2.5121 0.3246  C50 1.436, H64 1.010, H65 1.010
55 H 3.0656 -1.1725 2.7309  C49 1.090
56 H 2.4649 -2.5115 1.9745  C49 1.090
57 H 1.7234 -1.0539 1.3822  C49 1.090
58 H 3.3148 -0.6391 -0.0861  C50 1.090
59 H 5.7711 -0.2679 0.4954  C51 1.090
60 H 5.5483 -0.9094 1.9943  C51 1.090
61 H 4.3570 1.8831 -0.1817  C53 1.090
62 H 3.7040 2.7653 1.0875  C53 1.090
63 H 2.8364 1.4438 0.8900  C53 1.090
64 H 4.7634 -2.4050 -0.5185  N54 1.010
65 H 4.9865 -2.7601 0.9307  N54 1.010
66 C 0.9629 -10.2094 7.7786  C67 1.530, H72 1.090, H73 1.090, H74 1.090
67 C 2.4066 -10.5854 7.4386  C66 1.530, C68 1.544, N71 1.448, H75 1.090
68 C 2.8420 -10.3582 5.9744  C67 1.544, O69 1.465, H76 1.090, H77 1.090
69 O 2.8703 -8.9029 5.8071  C68 1.465, C70 1.365
70 C 2.6186 -8.5173 4.5226  O69 1.365, H78 1.090, H79 1.090, H80 1.090
71 N 3.2245 -9.8998 8.4171  C67 1.448, H81 1.010, H82 1.010
72 H 0.3060 -10.8321 7.1713  C66 1.090
73 H 0.6041 -9.2301 7.4618  C66 1.090
74 H 0.8166 -10.1383 8.8564  C66 1.090
75 H 2.4738 -11.6650 7.5729  C67 1.090
76 H 2.0575 -10.8312 5.3836  C68 1.090
77 H 3.7746 -10.8959 5.8034  C68 1.090
78 H 1.5357 -8.5597 4.4064  C70 1.090
79 H 3.0765 -8.9956 3.6567  C70 1.090
80 H 2.8873 -7.4610 4.5101  C70 1.090
81 H 4.1583 -10.2430 8.2425  N71 1.010
82 H 3.3213 -8.9637 8.0504  N71 1.010
83 C 4.9362 3.1997 4.2486  C84 1.578, H89 1.090, H90 1.090, H91 1.090
84 C 3.9576 2.4151 5.2061  C83 1.578, C85 1.535, N88 1.430, H92 1.090
85 C 2.7210 1.6741 4.6791  C84 1.535, O86 1.415, H93 1.090, H94 1.090
86 O 1.9171 2.6530 4.0478  C85 1.415, C87 1.402
87 C 1.0390 2.1713 3.0669  O86 1.402, H95 1.090, H96 1.090, H97 1.090
88 N 4.7487 1.3564 5.7531  C84 1.430, H98 1.010, H99 1.010
89 H 4.4744 4.0598 3.7638  C83 1.090
90 H 5.5272 2.5361 3.6173  C83 1.090
91 H 5.7695 3.6763 4.7650  C83 1.090
92 H 3.6961 3.0395 6.0604  C84 1.090
93 H 2.1601 1.2520 5.5129  C85 1.090
94 H 2.9713 0.8655 3.9923  C85 1.090
95 H 0.1505 1.8410 3.6049  C87 1.090
96 H 1.3378 1.4203 2.3357  C87 1.090
97 H 0.6495 2.9791 2.4473  C87 1.090
98 H 5.4500 1.7798 6.3439  N88 1.010
99 H 5.2560 0.8464 5.0441  N88 1.010
100 C 1.6580 -1.6717 9.8015  C101 1.641, H106 1.090, H107 1.090, H108 1.090
101 C 3.1950 -1.3152 9.3511  C100 1.641, C102 1.539, N105 1.431, H109 1.090
102 C 4.2753 -2.3876 9.5761  C101 1.539, O103 1.424, H110 1.090, H111 1.090
103 O 4.5047 -2.6798 10.9505  C102 1.424, C104 1.445
104 C 5.3122 -3.8593 11.1643  O103 1.445, H112 1.090, H113 1.090, H114 1.090
105 N 3.0174 -1.0989 7.9473  C101 1.431, H115 1.010, H116 1.010
106 H 1.3367 -2.6205 9.3718  C100 1.090
107 H 0.9326 -0.9518 9.4225  C100 1.090
108 H 1.6270 -1.6071 10.8892  C100 1.090
109 H 3.5284 -0.3457 9.7213  C101 1.090
110 H 5.1606 -2.0424 9.0421  C102 1.090
111 H 4.1467 -3.3424 9.0662  C102 1.090
112 H 4.6547 -4.6963 10.9295  C104 1.090
113 H 5.7207 -3.9546 12.1704  C104 1.090
114 H 6.1274 -3.8750 10.4409  C104 1.090
115 H 3.7035 -0.4173 7.6562  N105 1.010
116 H 3.2091 -1.9361 7.4158  N105 1.010
117 C 8.0937 -7.2725 4.1611  C118 1.567, H123 1.090, H124 1.090, H125 1.090
118 C 7.2606 -8.4377 4.7969  C117 1.567, C119 1.500, N122 1.468, H126 1.090
119 C 7.4203 -8.4386 6.2880  C118 1.500, O120 1.402, H127 1.090, H128 1.090
120 O 6.7228 -9.5352 6.8136  C119 1.402, C121 1.407
121 C 7.2931 -10.8039 6.6044  O120 1.407, H129 1.090, H130 1.090, H131 1.090
122 N 5.8460 -8.1873 4.4943  C118 1.468, H132 1.010, H133 1.010
123 H 7.6768 -7.2081 3.1561  C117 1.090
124 H 9.1544 -7.3832 4.3866  C117 1.090
125 H 7.8391 -6.2795 4.5315  C117 1.090
126 H 7.4828 -9.3905 4.3164  C118 1.090
127 H 7.0734 -7.5498 6.8151  C119 1.090
128 H 8.4862 -8.5677 6.4758  C119 1.090
129 H 6.4608 -11.4632 6.3580  C121 1.090
130 H 7.8438 -11.1206 7.4901  C121 1.090
131 H 7.7983 -10.9921 5.6570  C121 1.090
132 H 5.5041 -8.7577 3.7342  N122 1.010
133 H 5.3253 -8.4986 5.3018  N122 1.010
134 C 3.3794 -3.9399 4.7747  C135 1.578, H140 1.090, H141 1.090, H142 1.090
135 C 4.9300 -4.1568 4.5777  C134 1.578, C136 1.554, N139 1.439, H143 1.090
136 C 5.7033 -4.1769 5.9250  C135 1.554, O137 1.435, H144 1.090, H145 1.090
137 O 5.6422 -2.8570 6.4841  C136 1.435, C138 1.453
138 C 6.1814 -1.7067 5.7788  O137 1.453, H146 1.090, H147 1.090, H148 1.090
139 N 5.1087 -5.2773 3.6932  C135 1.439, H149 1.010, H150 1.010
140 H 2.7721 -3.7751 3.8847  C134 1.090
141 H 3.0881 -3.0907 5.3929  C134 1.090
142 H 3.0316 -4.8199 5.3159  C134 1.090
143 H 5.2725 -3.3363 3.9472  C135 1.090
144 H 6.7699 -4.3762 5.8218  C136 1.090
145 H 5.2501 -4.7324 6.7460  C136 1.090
146 H 7.2351 -1.8991 5.5765  C138 1.090
147 H 6.2110 -0.9076 6.5195  C138 1.090
148 H 5.4750 -1.4133 5.0022  C138 1.090
149 H 4.4000 -5.4936 3.0069  N139 1.010
150 H 5.6232 -6.0822 4.0213  N139 1.010
151 C 12.2389 -0.9335 6.9948  C152 1.575, H157 1.090, H158 1.090, H159 1.090
152 C 12.2628 -0.7648 5.4291  C151 1.575, C153 1.628, N156 1.420, H160 1.090
153 C 10.7937 -0.3471 4.8665  C152 1.628, O154 1.455, H161 1.090, H162 1.090
154 O 10.7105 -0.3619 3.4141  C153 1.455, C155 1.452
155 C 9.3319 -0.1851 2.9952  O154 1.452, H163 1.090, H164 1.090, H165 1.090
156 N 13.1544 0.3086 5.1645  C152 1.420, H166 1.010, H167 1.010
157 H 11.4274 -1.5841 7.3208  C151 1.090
158 H 12.1613 0.0582 7.4406  C151 1.090
159 H 13.1798 -1.3709 7.3286  C151 1.090
160 H 12.6399 -1.7415 5.1259  C152 1.090
161 H 10.3964 0.6394 5.1054  C153 1.090
162 H 10.0191 -0.9755 5.3062  C153 1.090
163 H 8.9003 0.6915 3.4784  C155 1.090
164 H 8.7856 -1.0921 3.2541  C155 1.090
165 H 9.4463 0.0163 1.9301  C155 1.090
166 H 13.0299 0.5548 4.1929  N156 1.010
167 H 13.0605 1.1481 5.7181  N156 1.010
168 C 8.5726 1.6859 7.2946  C169 1.567, H174 1.090, H175 1.090, H176 1.090
169 C 8.2259 2.9572 8.1424  C168 1.567, C170 1.547, N173 1.470, H177 1.090
170 C 9.3668 4.0016 8.0980  C169 1.547, O171 1.442, H178 1.090, H179 1.090
171 O 9.3409 4.9217 9.2081  C170 1.442, C172 1.406
172 C 9.9205 6.2016 9.1578  O171 1.406, H180 1.090, H181 1.090, H182 1.090
173 N 6.9905 3.4702 7.5326  C169 1.470, H183 1.010, H184 1.010
174 H 9.6515 1.5321 7.2762  C168 1.090
175 H 8.0589 1.6839 6.3332  C168 1.090
176 H 8.0640 0.9356 7.8999  C168 1.090
177 H 7.9791 2.4980 9.0996  C169 1.090
178 H 9.3181 4.6205 7.2021  C170 1.090
179 H 10.3440 3.5617 8.2974  C170 1.090
180 H 9.5519 6.8536 9.9497  C172 1.090
181 H 9.8279 6.5490 8.1287  C172 1.090
182 H 10.9863 6.0147 9.2887  C172 1.090
183 H 6.5562 4.1267 8.1654  N173 1.010
184 H 7.2608 3.9046 6.6618  N173 1.010
185 C -4.0751 -4.3984 3.5070  C186 1.504, H191 1.090, H192 1.090, H193 1.090
186 C -2.8661 -4.8341 4.2887  C185 1.504, C187 1.494, N190 1.472, H194 1.090
187 C -1.5921 -5.1145 3.5597  C186 1.494, O188 1.395, H195 1.090, H196 1.090
188 O -0.8255 -6.0244 4.2873  C187 1.395, C189 1.373
189 C 0.1091 -5.5613 5.1808  O188 1.373, H197 1.090, H198 1.090, H199 1.090
190 N -2.5784 -3.8998 5.3898  C186 1.472, H200 1.010, H201 1.010
191 H -3.8915 -3.5105 2.9020  C185 1.090
192 H -4.9254 -4.3211 4.1846  C185 1.090
193 H -4.3846 -5.0348 2.6779  C185 1.090
194 H -3.1789 -5.7111 4.8554  C186 1.090
195 H -0.9611 -4.2309 3.4637  C187 1.090
196 H -1.7293 -5.4429 2.5294  C187 1.090
197 H 0.8717 -5.1187 4.5399  C189 1.090
198 H 0.6248 -6.2557 5.8440  C189 1.090
199 H -0.1725 -4.7217 5.8163  C189 1.090
200 H -1.9561 -4.4415 5.9724  N190 1.010
201 H -1.9818 -3.1311 5.1192  N190 1.010
202 C 10.5553 -4.1236 6.6720  C203 1.577, H208 1.090, H209 1.090, H210 1.090
203 C 11.0051 -5.6068 6.3808  C202 1.577, C204 1.575, N207 1.422, H211 1.090
204 C 12.5400 -5.7456 6.7041  C203 1.575, O205 1.448, H212 1.090, H213 1.090
205 O 12.6735 -5.6503 8.1428  C204 1.448, C206 1.456
206 C 13.8412 -6.2754 8.7465  O205 1.456, H214 1.090, H215 1.090, H216 1.090
207 N 10.2708 -6.3597 7.3374  C203 1.422, H217 1.010, H218 1.010
208 H 10.8731 -3.7954 7.6617  C202 1.090
209 H 9.4947 -3.9059 6.5460  C202 1.090
210 H 11.0620 -3.4634 5.9681  C202 1.090
211 H 10.7101 -6.0990 5.4542  C203 1.090
212 H 13.1377 -5.1261 6.0354  C204 1.090
213 H 12.9974 -6.6456 6.2933  C204 1.090
214 H 14.5758 -6.5264 7.9813  C206 1.090
215 H 13.6689 -7.2196 9.2632  C206 1.090
216 H 14.1828 -5.5342 9.4690  C206 1.090
217 H 10.6613 -6.3194 8.2680  N207 1.010
218 H 10.3284 -7.3500 7.1474  N207 1.010

Output
frontier orbital gap (spin up / spin down): 0.049 / 0.299 Eh
F_max: 4.48 eV Å⁻¹
expectation value of S²: 0.7505
highest occupied orbital energy (spin up / spin down): 0.61 / -6.25 eV
total charge: -1
energy: -3774.99959 Ha
multiplicity: 2